(1)
The following is a quantum chemistry calculation of C17H23FN6O in the gas phase, from the Open Molecules 2025 dataset.

Output
Net charge = 0
SMILES = CN1CCN(CCNC(=O)c2cn(Cc3ccccc3F)nn2)CC1
LUMO energy = 0.028 Ha

```
48
C17H23FN6O (ωB97M-V with the def2-TZVPD basis set)
F -5.16739 0.12545 -3.75204
O 0.94164 -1.37385 -0.92134
N -1.25863 0.97058 0.69015
N -2.31973 1.52137 0.24495
N -2.55765 1.07170 -0.98337
N 0.97833 -0.52232 1.18680
N 7.04212 0.38338 1.31249
N 4.53612 -0.71846 2.25742
C 3.34354 -0.09041 1.72115
C 0.46675 -0.66514 -0.05330
C 6.21256 -0.42283 0.43439
C 2.21633 -1.12903 1.60002
C 5.35796 -1.38781 1.26492
C -4.87198 0.52330 -1.44307
C -6.58086 -0.99941 -2.24430
C -3.73041 1.47470 -1.71192
C 5.37726 0.14017 3.06713
C -1.60925 0.18498 -1.34223
C 6.20776 1.12602 2.23910
C -0.76482 0.12636 -0.24874
C -6.30805 -0.63004 0.11051
C -5.54058 -0.11866 -2.47570
C -6.96223 -1.25449 -0.93928
C 7.93015 1.24882 0.57029
C -5.27324 0.25250 -0.14051
H 4.71919 -1.97529 0.60518
H 8.56406 0.64021 -0.07319
H 5.56157 0.21059 -0.19726
H -4.75727 0.74061 0.67353
H 2.46552 -1.87618 0.84421
H 6.02428 -2.06726 1.80349
H 7.39174 1.97859 -0.05690
H -7.07050 -1.47180 -3.08089
H 2.08643 -1.62692 2.56472
H -6.60539 -0.83036 1.12804
H 6.85505 1.70636 2.90117
H 6.86454 -0.99758 -0.22741
H 5.53671 1.82963 1.70983
H -1.58708 -0.31532 -2.28597
H 6.06347 -0.50948 3.61811
H -3.99579 2.47830 -1.36566
H 0.52090 0.13498 1.80189
H -7.77026 -1.94221 -0.74389
H -3.49924 1.50531 -2.77904
H 3.01849 0.68914 2.41604
H 3.49615 0.37806 0.73759
H 4.75655 0.67966 3.78536
H 8.56281 1.79334 1.27021
```

***

(2)
The following is a quantum chemistry calculation of C17H23N3O4 in the gas phase, from the Open Molecules 2025 dataset.

Output
Energy above the lowest of the compared OMol25 structures with the same formula, charge and spin = 1.745 eV
Net charge = 0
SMILES = O=C(CN1C(=O)COc2ccccc21)NCCCN1CCOCC1
LUMO energy = 0.027 Ha

```
47
C17H23N3O4 (ωB97M-V with the def2-TZVPD basis set)
O -2.00879 2.36466 -0.17244
O 2.04090 0.02710 3.54678
O -0.29514 -0.93196 -2.77149
O -0.63898 1.74353 3.01440
N 0.43274 1.91836 1.02834
N 0.52712 -0.73577 2.05198
N -0.44626 -2.14823 -0.19526
C 0.18054 -1.93455 2.77510
C 1.64857 1.36252 1.59393
C 1.42476 2.94322 -2.39933
C 0.40071 -3.18093 1.91876
C -1.85739 2.70836 1.18637
C -1.46768 -0.85460 -1.99448
C 0.18334 3.04416 -3.00060
C -0.57176 -3.25976 0.74112
C 0.83662 -1.03288 -1.94286
C -0.96247 2.85980 -2.24777
C -0.86314 2.54193 -0.90311
C 1.53164 2.60971 -1.05962
C -0.64292 2.07111 1.84975
C -1.60916 -2.06153 -1.06818
C 1.40355 0.16325 2.52709
C 0.75121 -2.24773 -1.01843
C 0.39108 2.36815 -0.30245
H -0.43805 -4.22556 0.22284
H 2.18779 2.11786 2.17474
H 2.28671 1.00704 0.78241
H 0.10309 3.28336 -4.04885
H -1.71830 -2.97501 -1.67832
H 0.73536 -3.16631 -1.63094
H 1.63229 -2.27021 -0.37581
H 0.24521 -4.06427 2.53995
H -2.50483 -1.94008 -0.45502
H 2.50904 2.54162 -0.60949
H -0.86740 -1.88087 3.09107
H -2.75967 2.37342 1.70046
H -1.77327 3.80205 1.29768
H 0.81408 -1.96117 3.66452
H -1.59085 -3.23378 1.13703
H 2.32176 3.11752 -2.97268
H 0.06479 -0.63212 1.15708
H 0.93576 -0.11789 -1.33895
H 1.43315 -3.19951 1.56885
H -1.94481 2.95166 -2.68200
H -1.45909 0.06529 -1.39409
H 1.69725 -1.11710 -2.60861
H -2.29912 -0.81385 -2.69950
```

***

(3)
The following is a quantum chemistry calculation of C17H23N3O4 in the gas phase, from the Open Molecules 2025 dataset.

Output
Energy above the lowest of the compared OMol25 structures with the same formula, charge and spin = 3.515 eV
Net charge = 0
SMILES = COc1cc2[nH]c(C(=O)N3CCN(C)CC3)cc2c(OC)c1OC
LUMO energy = 0.027 Ha

```
47
C17H23N3O4 (ωB97M-V with the def2-TZVPD basis set)
O -2.25779 1.95062 0.23485
O -4.88085 0.86745 -0.04811
O -5.14805 -1.98398 -0.21417
O 2.18385 -2.92291 0.70333
N -0.36891 -2.27346 -0.04026
N 3.02637 -1.07337 -0.26575
N 4.94778 0.99639 0.21505
C -1.58601 -1.67436 -0.03804
C -3.95031 -1.34141 -0.11566
C 5.93056 1.16710 -0.83302
C -4.81335 2.09886 -0.73743
C -2.47441 0.58553 0.10076
C -6.37865 -1.32809 -0.00470
C 1.99823 -1.82412 0.18951
C -1.37280 -0.28265 0.07645
C 5.01078 -0.28758 0.88784
C 4.38630 -1.43522 0.07651
C 0.02987 -0.08179 0.14314
C 0.61787 -1.32160 0.05488
C 3.58659 1.28858 -0.18933
C -2.04349 2.34833 1.57297
C 2.95745 0.15508 -1.01864
C -3.75807 0.06665 -0.02351
C -2.86435 -2.20243 -0.11704
H -3.04579 -3.26199 -0.18905
H 5.86116 2.18628 -1.21163
H 1.92848 0.38070 -1.28768
H 6.92167 1.02831 -0.40293
H 2.99776 1.42693 0.72322
H -6.37887 -0.75095 0.92129
H 3.53318 0.02094 -1.94377
H 5.82296 0.47568 -1.68017
H -4.14175 2.04021 -1.59613
H -1.21314 1.79795 2.02637
H 6.05267 -0.51647 1.11667
H -0.17164 -3.26089 -0.03787
H -6.63759 -0.67200 -0.83875
H 4.35554 -2.35394 0.66308
H -7.11492 -2.13000 0.06414
H 4.46188 -0.19007 1.82999
H 3.57621 2.22119 -0.75609
H -1.80514 3.41043 1.54046
H -2.94235 2.19247 2.18125
H -5.83007 2.30368 -1.07856
H -4.48320 2.90985 -0.08442
H 0.51512 0.86517 0.27100
H 4.95926 -1.61508 -0.84005
```

***

(4)
The following is a quantum chemistry calculation of C17H23N3O5S in the gas phase, from the Open Molecules 2025 dataset.

Output
Energy above the lowest of the compared OMol25 structures with the same formula, charge and spin = 3.788 eV
Net charge = 0
SMILES = O=C(C1CCCCC1)N1CCN(S(=O)(=O)c2cccc([N+](=O)[O-])c2)CC1
LUMO energy = -0.030 Ha

```
49
C17H23N3O5S (ωB97M-V with the def2-TZVPD basis set)
S -1.27917 0.80156 0.68814
O -4.94930 -2.38561 -1.27539
O -6.83873 -1.89179 -0.38145
O 2.32574 1.71802 1.09226
O -0.65744 -0.47767 0.85290
O -0.94628 1.88372 1.55741
N 1.37274 1.47820 -0.91922
N -5.65119 -1.72549 -0.54340
N -1.20172 1.28908 -0.91972
C -3.06154 0.55397 0.80394
C -3.82761 1.42391 1.55955
C -0.75844 2.65519 -1.10785
C -5.80680 0.21535 0.94662
C 2.48744 -0.46505 0.12134
C 0.89958 0.73898 -2.06206
C 2.59555 -1.00395 1.54916
C -5.02157 -0.64616 0.18877
C 3.85401 -0.54246 -0.57194
C 2.03938 0.98474 0.16945
C 0.75193 2.78460 -0.81638
C 4.37044 -1.97816 -0.57723
C -3.64364 -0.48836 0.11368
C 4.47651 -2.51015 0.84833
C -5.20289 1.25263 1.63462
C -0.57881 0.35373 -1.83455
C 3.12088 -2.43475 1.54442
H 3.68609 -2.60966 -1.14975
H 2.40881 -3.08052 1.02463
H -3.32552 2.21949 2.08723
H -1.33135 3.28186 -0.42646
H 4.55403 0.09543 -0.02839
H -1.13650 0.35216 -2.77663
H 0.98572 1.39797 -2.93393
H 5.20145 -1.91069 1.40303
H -0.99552 2.93784 -2.13729
H 5.34721 -2.01533 -1.06488
H 4.83428 -3.54211 0.83427
H 3.78601 -0.16397 -1.59559
H -3.04560 -1.17566 -0.46291
H 1.50762 -0.14341 -2.24545
H 1.22309 3.47935 -1.52156
H 1.75673 -1.07612 -0.41258
H -0.64962 -0.63005 -1.37196
H -6.87424 0.05717 0.98329
H 3.20996 -2.79592 2.57063
H 3.26204 -0.35756 2.12172
H -5.80131 1.92609 2.22778
H 1.60698 -0.96373 2.00912
H 0.92056 3.13332 0.20427
```

***

(5)
The following is a quantum chemistry calculation of C17H23N3O6S in the gas phase, from the Open Molecules 2025 dataset.

Output
Energy above the lowest of the compared OMol25 structures with the same formula, charge and spin = 0.058 eV
Net charge = 0
SMILES = CCOC(=O)N1CCC(NS(=O)(=O)c2cc3c(cc2C)NC(=O)CO3)CC1
LUMO energy = 0.015 Ha

```
50
C17H23N3O6S (ωB97M-V with the def2-TZVPD basis set)
S 1.29601 2.48859 0.73068
O -4.62757 -1.23313 -1.39014
O 4.58108 -1.23912 1.79022
O 0.93011 2.16462 2.08123
O 7.16245 -2.79837 -0.12290
O -5.09703 -0.38577 0.65447
O 1.60648 3.85405 0.42544
N 0.09466 2.02544 -0.34254
N 5.76697 -1.13045 -0.71250
N -2.96781 -0.84050 0.09827
C 5.26972 -2.37364 1.30250
C 3.08034 0.49537 1.16899
C 4.19834 0.60181 -1.35968
C 4.11086 -0.37494 0.84950
C -1.92831 -1.13535 -0.86142
C 4.68306 -0.30387 -0.42718
C -2.49671 -0.22615 1.31892
C 2.62942 2.43425 -2.05962
C 2.62197 1.39888 0.22898
C -0.62900 0.82023 0.01209
C -1.76429 1.07997 1.00644
C -4.26141 -0.84312 -0.30562
C 3.15516 1.46803 -1.05210
C -1.17736 0.14099 -1.24588
C -6.48906 -0.46484 0.35369
C 6.18518 -2.12871 0.10848
C -7.04235 -1.85863 0.61275
H -6.84884 -2.15643 1.64059
H -1.34876 1.50771 1.91880
H 3.30502 2.51670 -2.90683
H -3.34596 -0.04487 1.97529
H 2.64281 0.48760 2.15352
H -6.56964 -2.57133 -0.05830
H -2.46725 1.79399 0.57016
H 4.65589 0.63941 -2.33751
H -6.95784 0.27370 1.00764
H -0.49891 2.80316 -0.59061
H -1.80899 -0.92380 1.80967
H 5.86154 -2.75966 2.13501
H 4.54811 -3.15097 1.00041
H -8.11399 -1.86408 0.43559
H 0.11628 0.16774 0.48173
H -1.23492 -1.85547 -0.41387
H -2.40162 -1.58422 -1.73607
H -1.86180 0.82297 -1.75332
H 6.29380 -0.96675 -1.56091
H 1.65390 2.10441 -2.41370
H -0.36057 -0.09656 -1.92738
H 2.49427 3.40906 -1.59869
H -6.64347 -0.18798 -0.69426
```

***

(6)
The following is a quantum chemistry calculation of C17H23N5O4 in the gas phase, from the Open Molecules 2025 dataset.

Output
Energy above the lowest of the compared OMol25 structures with the same formula, charge and spin = 6.661 eV
Net charge = 0
SMILES = COc1ccc(N/C(=C/[N+](=O)[O-])NCCCn2cncc2C)c(OC)c1
LUMO energy = 0.014 Ha

```
49
C17H23N5O4 (ωB97M-V with the def2-TZVPD basis set)
O 4.67178 -1.19606 -3.56052
O 0.97537 2.15303 1.91956
O 2.94701 -0.07961 -4.18854
O -0.59789 -2.19467 3.46176
N 2.50227 0.82058 0.00645
N -4.08180 0.79131 0.54806
N 1.59689 1.10282 -2.18250
N -2.57168 0.92885 -1.10587
N 3.69595 -0.48881 -3.30792
C -0.38158 -3.67896 3.76731
C 3.51409 -0.19710 -1.96684
C -2.42230 -0.32248 -0.49448
C 0.36219 1.71032 -1.81130
C 2.50264 0.63684 -1.38088
C 0.17652 -1.52763 2.49824
C 0.28135 2.86336 2.92223
C -0.65820 1.13694 -2.85791
C -1.59531 -1.44348 -0.98633
C 1.65152 -1.38707 0.71082
C 0.89346 -2.18360 1.53653
C -3.70529 1.47410 -0.49972
C 0.83615 0.71728 1.77462
C 0.03428 -0.07471 2.59306
C -2.15123 1.34384 -2.56300
C 1.73063 0.02612 0.89022
C -3.31690 -0.37448 0.53501
H -0.75395 2.46791 3.02317
H -2.37312 2.41659 -2.59501
H -2.75182 0.92181 -3.35327
H 4.27197 -0.65244 -1.33454
H -1.84803 -1.89200 -1.88943
H 0.74572 2.61066 3.89320
H -0.66397 0.32143 3.24357
H 0.45469 3.89680 2.80841
H -3.40098 -1.14307 1.33587
H -0.53312 1.71227 -3.78551
H 1.02245 -3.20482 1.43277
H 2.25364 1.79370 0.28042
H -0.42903 0.11488 -3.04606
H -0.90563 -4.42286 3.23485
H 0.38918 2.77071 -1.72041
H -4.27026 2.35423 -0.78914
H -1.63961 -2.20853 -0.22771
H -0.61108 -0.99040 -1.13111
H 0.10288 1.29924 -0.82079
H 1.77484 0.88627 -3.24538
H -0.63822 -3.86925 4.78205
H 0.70349 -3.87494 3.68850
H 2.21007 -1.86491 -0.04251
```

***

(7)
The following is a quantum chemistry calculation of C17H23NO4SSi in the gas phase, from the Open Molecules 2025 dataset.

Output
Energy above the lowest of the compared OMol25 structures with the same formula, charge and spin = 0.000 eV
Net charge = 0
SMILES = COCCN(c1ccc([Si](C)(C)O)cc1)S(=O)(=O)c1ccccc1
LUMO energy = 0.008 Ha

```
47
C17H23NO4SSi (ωB97M-V with the def2-TZVPD basis set)
S 1.06418 1.02228 1.85635
Si -2.93219 1.18638 -3.95238
O 0.50918 1.06697 3.25124
O -0.78050 -3.02834 3.24868
O -3.72682 -0.09144 -4.74418
O 0.94114 2.28977 1.07136
N 0.28366 -0.28125 0.96920
C -1.74302 1.56660 -1.53861
C -1.09867 -1.03416 -0.95809
C -0.56273 -0.01323 -0.13148
C 0.14309 -2.85126 4.28121
C -1.89442 -0.73593 -2.04659
C -1.52457 1.87499 -4.97270
C -4.08441 2.58352 -3.45688
C -0.88729 -1.81648 2.48090
C 3.09630 -0.24068 0.64548
C -0.97977 1.29153 -0.42928
C -2.15146 0.57292 -2.39220
C 4.86652 -0.01753 2.82324
C 2.72315 0.37709 1.82023
C 5.25394 -0.56791 1.62647
C 4.39205 -0.75824 0.55058
C 3.57980 0.49606 2.92604
C 0.38365 -1.55382 1.67963
H -1.13895 2.73468 -4.48810
H -1.94284 2.59203 -1.82310
H -0.68833 1.20150 -5.08936
H 3.27181 0.88187 3.89462
H -0.94198 -2.06595 -0.73683
H 1.26198 -1.48832 2.32430
H -1.19106 -0.97801 3.12259
H -4.65368 -0.23482 -4.45179
H -1.95311 2.12403 -5.96383
H 1.16049 -2.70005 3.87453
H -3.52625 3.51991 -3.21442
H 2.38338 -0.37903 -0.16541
H 5.54563 0.00995 3.65354
H -4.76386 2.86067 -4.26285
H -2.31044 -1.54535 -2.63526
H -0.11914 -1.95124 4.87113
H 6.25106 -0.92177 1.52691
H -4.63807 2.29185 -2.57718
H -1.68874 -2.00209 1.80804
H 0.56179 -2.40981 1.00662
H -0.60536 2.10903 0.16176
H 4.73614 -1.23865 -0.35799
H 0.11868 -3.74827 4.91387
```

***

(8)
The following is a quantum chemistry calculation of C17H24AuN6 as an isolated structure, from the Open Molecules 2025 dataset.

Output
Net charge = +3
LUMO energy (alpha / beta) = -0.472 / -0.472 Ha

```
48
C17H24AuN6 (ωB97M-V with the def2-TZVPD basis set)
Au 0.09002 -0.02010 -0.05654
N 0.62085 -1.57357 -2.62232
N 2.19743 1.04256 0.76437
N -0.63042 1.78472 1.15968
N -0.10364 0.58369 -2.02175
N 0.40837 -0.69140 1.92345
N 0.55975 -1.94327 -1.46938
C 1.83651 -1.11963 2.01066
C -0.52347 1.79604 -2.38988
C -0.99776 1.25779 2.49224
C 2.19701 -5.21417 -1.26384
C 0.04764 0.29802 2.99038
C 0.38282 -3.65871 0.19271
C -0.13410 1.31997 -4.69995
C 1.86281 2.33448 1.38236
C -0.54284 2.20229 -3.71891
C 0.96069 -3.18243 -0.99777
C 0.71553 -4.91007 0.64847
C 1.88211 -3.96120 -1.72934
C 2.81807 0.00640 1.61282
C 1.62548 -5.68767 -0.07723
C 0.27696 -0.28752 -2.99303
C 0.43150 2.81348 1.08273
C 0.27428 0.04012 -4.32842
H -0.87347 2.45456 -1.60791
H -0.14308 1.60900 -5.74351
H 2.52251 3.11774 1.00998
H 1.88159 -6.67776 0.27998
H 2.74815 1.18821 -0.07059
H -0.89466 3.19504 -3.96571
H -0.32396 -0.23309 3.86654
H 1.95604 -1.97575 1.34726
H 2.05309 -1.46225 3.02395
H -1.12805 2.07076 3.21060
H 2.03301 2.28243 2.45480
H 2.30235 -3.57024 -2.64730
H -0.18157 -1.51192 2.04739
H -0.37448 -3.06251 0.69115
H 0.21478 3.62909 1.77815
H 2.87809 -5.84006 -1.82417
H -1.47007 2.15025 0.71829
H 0.95265 0.81394 3.29422
H 0.58228 -0.69931 -5.05517
H 0.39464 3.23191 0.07672
H 3.26152 0.46782 2.49424
H 0.27061 -5.30222 1.55273
H 3.63695 -0.45619 1.06604
H -1.95885 0.75417 2.38946
```

***

no.,largest force on an atom (Eh/bohr)
1,0.0254
2,0.0111
3,0.0154
4,0.0260
5,0.0185
6,0.0823
7,0.0769
8,0.0576